A cluster of 14 separate species, C56H154N14O14 in total in a non-equilibrium geometry. Source: the Open Molecules 2025 dataset; level of theory: ωB97M-V with the def2-TZVPD basis set.

Atoms and positions in Å:
C (4.12599, 4.00112, -1.12938)
C (3.64434, 5.44627, -1.24513)
C (4.75443, 6.38925, -1.61336)
O (5.73669, 6.31851, -0.61830)
C (6.85397, 7.05655, -0.96039)
N (2.50931, 5.51312, -2.31224)
H (4.68160, 3.88797, -0.18984)
H (4.85486, 3.76123, -1.91365)
H (3.31102, 3.29004, -1.14125)
H (3.19509, 5.79307, -0.30954)
H (4.40756, 7.43429, -1.74112)
H (5.19845, 6.15520, -2.60570)
H (7.64301, 6.90062, -0.22510)
H (6.64147, 8.13088, -1.02692)
H (7.28295, 6.71424, -1.91831)
H (2.97785, 5.58144, -3.22914)
H (2.12676, 6.46551, -2.16955)
C (-0.46086, -7.18252, 0.82550)
C (0.83414, -6.55810, 1.28032)
C (0.79618, -5.03705, 1.45346)
O (0.22610, -4.34940, 0.37770)
C (1.04707, -4.34238, -0.77686)
N (1.29027, -7.24299, 2.52645)
H (-0.33851, -8.13244, 0.32101)
H (-0.95323, -6.48855, 0.13497)
H (-1.12876, -7.31781, 1.68134)
H (1.60135, -6.84480, 0.54679)
H (1.80934, -4.60745, 1.57774)
H (0.22966, -4.75137, 2.34961)
H (1.27916, -5.35535, -1.12834)
H (1.99029, -3.83065, -0.49440)
H (0.62771, -3.75481, -1.58851)
H (2.19654, -6.83390, 2.82358)
H (0.71272, -6.89826, 3.31974)
C (-3.84439, 3.38178, 4.06058)
C (-2.94800, 2.94617, 2.94532)
C (-1.89564, 2.02047, 3.48897)
O (-1.18035, 2.73542, 4.41078)
C (-0.07063, 2.14679, 4.90609)
N (-3.79253, 2.31696, 1.86576)
H (-4.56188, 4.13062, 3.69275)
H (-3.33803, 3.83517, 4.90902)
H (-4.46781, 2.54396, 4.39099)
H (-2.40685, 3.84454, 2.58376)
H (-1.29110, 1.55465, 2.69704)
H (-2.43611, 1.17400, 3.96483)
H (0.78538, 1.99334, 4.23257)
H (-0.33605, 1.16226, 5.32122)
H (0.25942, 2.77083, 5.73343)
H (-3.19872, 2.11444, 1.03651)
H (-4.40042, 3.05289, 1.48434)
C (-3.60310, 0.24210, -1.18653)
C (-2.91121, 1.47933, -1.75030)
C (-3.88699, 2.52837, -2.12111)
O (-4.69712, 1.95927, -3.16447)
C (-5.67309, 2.85433, -3.66373)
N (-1.95802, 2.00305, -0.73500)
H (-4.29965, 0.56932, -0.41224)
H (-2.91127, -0.48057, -0.75263)
H (-4.17816, -0.26359, -1.97103)
H (-2.38042, 1.22935, -2.68037)
H (-3.43059, 3.46367, -2.48760)
H (-4.53522, 2.77751, -1.25409)
H (-6.14453, 2.30997, -4.49188)
H (-5.19993, 3.72247, -4.14516)
H (-6.42135, 3.09461, -2.90856)
H (-1.21285, 1.39042, -0.45349)
H (-1.46363, 2.79873, -1.19677)
C (-1.77552, -1.95324, -3.51900)
C (-2.88618, -1.89955, -4.55991)
C (-3.00227, -0.50092, -5.10413)
O (-4.11331, -0.50417, -5.98936)
C (-4.27745, 0.67756, -6.58371)
N (-2.60561, -2.89333, -5.61798)
H (-0.82011, -1.52663, -3.84306)
H (-1.59487, -2.97686, -3.19801)
H (-2.13728, -1.37725, -2.65951)
H (-3.80738, -2.17375, -4.03893)
H (-2.13254, -0.20814, -5.72018)
H (-3.16821, 0.22640, -4.29156)
H (-4.14400, 1.52257, -5.88958)
H (-5.26100, 0.75770, -7.03406)
H (-3.52788, 0.82663, -7.38399)
H (-3.34832, -2.83209, -6.31835)
H (-1.73853, -2.59120, -6.08843)
C (1.52053, -7.89235, -4.34194)
C (1.23729, -7.62864, -5.76786)
C (0.65234, -6.23639, -5.94110)
O (1.37111, -5.32283, -5.16971)
C (0.56713, -4.19582, -4.69709)
N (2.51855, -7.76875, -6.52578)
H (0.63766, -7.58035, -3.76952)
H (2.40268, -7.35564, -4.01248)
H (1.67716, -8.94959, -4.13471)
H (0.48794, -8.31260, -6.17532)
H (-0.43076, -6.19944, -5.71478)
H (0.72194, -5.89961, -6.99269)
H (-0.23856, -4.59808, -4.07660)
H (0.19879, -3.63797, -5.56082)
H (1.28655, -3.62484, -4.10900)
H (3.03595, -6.90400, -6.35835)
H (2.35649, -7.86388, -7.52107)
C (0.27069, -5.22432, 7.88813)
C (0.26748, -3.69361, 7.91381)
C (-1.03296, -3.07778, 7.54529)
O (-1.54960, -3.43823, 6.25581)
C (-0.86442, -2.86124, 5.17905)
N (0.63341, -3.21777, 9.30817)
H (-0.25672, -5.61534, 7.01257)
H (-0.13299, -5.62708, 8.80744)
H (1.31584, -5.52242, 7.74865)
H (1.04476, -3.36590, 7.19306)
H (-0.95377, -1.98365, 7.66326)
H (-1.79786, -3.39073, 8.26326)
H (-1.14382, -1.80082, 5.00214)
H (-1.11176, -3.37243, 4.23734)
H (0.22705, -2.90276, 5.26296)
H (1.61023, -3.45910, 9.45855)
H (0.54599, -2.19106, 9.34327)
C (-0.84250, -4.11124, -10.20819)
C (-1.18035, -3.31129, -8.98134)
C (0.05494, -2.58174, -8.53823)
O (-0.21364, -1.99351, -7.28958)
C (0.48683, -0.86331, -6.98766)
N (-2.30631, -2.32422, -9.32867)
H (-0.13321, -4.91319, -9.95278)
H (-0.48931, -3.57136, -11.08925)
H (-1.70786, -4.68515, -10.56818)
H (-1.56412, -3.98294, -8.21045)
H (0.43633, -1.84075, -9.26049)
H (0.91701, -3.27942, -8.45032)
H (1.55524, -0.84027, -7.22889)
H (0.39161, -0.67616, -5.91215)
H (0.01945, 0.02931, -7.44333)
H (-1.98819, -1.75467, -10.12486)
H (-2.35909, -1.61950, -8.57249)
C (0.40077, 5.44766, 5.21275)
C (1.05829, 5.33575, 3.85178)
C (0.05488, 5.63371, 2.75796)
O (0.59645, 5.43266, 1.46172)
C (0.89373, 4.08883, 1.16505)
N (2.21132, 6.27001, 3.77292)
H (-0.23304, 6.35012, 5.23879)
H (1.10498, 5.53748, 6.03419)
H (-0.29386, 4.61260, 5.33845)
H (1.48159, 4.33055, 3.77084)
H (-0.16071, 6.70770, 2.76165)
H (-0.90841, 5.11840, 2.89648)
H (1.24209, 4.04168, 0.13965)
H (-0.02766, 3.50065, 1.30524)
H (1.65055, 3.70834, 1.84828)
H (2.42114, 6.48279, 2.79922)
H (2.00933, 7.14825, 4.24144)
C (2.92340, 0.39805, 9.98396)
C (2.21422, 0.55944, 8.70377)
C (2.96885, -0.03585, 7.56587)
O (2.20967, 0.13203, 6.40287)
C (2.80035, -0.55374, 5.32075)
N (0.82653, -0.02047, 8.72234)
H (3.97566, 0.67137, 9.89522)
H (2.84834, -0.63771, 10.34454)
H (2.46970, 0.95397, 10.80913)
H (2.14318, 1.63805, 8.47118)
H (3.17820, -1.10793, 7.75695)
H (3.96556, 0.43640, 7.49474)
H (3.85377, -0.28846, 5.21983)
H (2.22580, -0.29575, 4.42678)
H (2.65953, -1.64966, 5.37696)
H (0.59041, -0.19570, 7.74164)
H (0.16634, 0.68328, 9.04387)
C (-6.98622, -0.00256, 0.45509)
C (-6.63525, -0.39715, 1.87042)
C (-5.45280, -1.35064, 1.86276)
O (-5.24532, -1.77179, 3.17283)
C (-4.14343, -2.64328, 3.26175)
N (-6.35834, 0.80390, 2.69317)
H (-6.21495, 0.62554, -0.00460)
H (-7.90004, 0.59487, 0.42757)
H (-7.12787, -0.88065, -0.18230)
H (-7.45779, -0.96586, 2.31934)
H (-4.55575, -0.88801, 1.43004)
H (-5.72257, -2.23698, 1.25575)
H (-3.78858, -2.62519, 4.29566)
H (-3.33701, -2.32886, 2.59660)
H (-4.47823, -3.66989, 3.06736)
H (-6.01211, 0.45445, 3.59762)
H (-5.51053, 1.28014, 2.31211)
C (1.56373, -0.61492, -2.53343)
C (0.64883, 0.00273, -1.49665)
C (0.37292, -0.96537, -0.35215)
O (-0.25723, -0.37281, 0.74225)
C (-0.53286, -1.32581, 1.68071)
N (1.12937, 1.32801, -1.08029)
H (2.56426, -0.68104, -2.09499)
H (1.59098, 0.05012, -3.39827)
H (1.23709, -1.59929, -2.85445)
H (-0.32892, 0.16850, -1.98390)
H (1.32462, -1.41229, 0.01214)
H (-0.21773, -1.81759, -0.73800)
H (0.39684, -1.82602, 1.99627)
H (-1.21154, -2.08867, 1.27687)
H (-1.00263, -0.87383, 2.54781)
H (0.69197, 1.62327, -0.20000)
H (2.11109, 1.21536, -0.77188)
C (-0.96692, 2.56555, -4.56645)
C (-0.06781, 3.66868, -4.04746)
C (-0.48732, 4.97119, -4.51956)
O (-0.33189, 5.01022, -5.94828)
C (-0.32674, 6.32809, -6.49180)
N (0.05970, 3.65665, -2.58416)
H (-1.98617, 2.79244, -4.23461)
H (-0.67010, 1.54683, -4.32766)
H (-1.01503, 2.62220, -5.66507)
H (0.93475, 3.46663, -4.48316)
H (-0.01450, 5.81456, -3.99374)
H (-1.58455, 5.10776, -4.35663)
H (-0.03080, 6.26026, -7.53689)
H (0.30449, 7.01505, -5.91301)
H (-1.35709, 6.75237, -6.50938)
H (0.53057, 2.76650, -2.28784)
H (0.89413, 4.28634, -2.42209)
C (5.09748, -0.83028, 2.59153)
C (5.92444, 0.38088, 2.23467)
C (5.65813, 1.45078, 3.25110)
O (4.28404, 1.75119, 3.23112)
C (3.97535, 2.74902, 4.19513)
N (7.35473, 0.01334, 2.10114)
H (4.05470, -0.51431, 2.67036)
H (5.39921, -1.31488, 3.52507)
H (5.15027, -1.59796, 1.82004)
H (5.55966, 0.71738, 1.26249)
H (6.25120, 2.36248, 3.07765)
H (5.86332, 1.07480, 4.27365)
H (4.63024, 3.62218, 4.10071)
H (4.17261, 2.34217, 5.22011)
H (2.91784, 2.95281, 4.19368)
H (7.83901, 0.77853, 1.61926)
H (7.82372, -0.06578, 3.00247)

Output
orbital gap	8.72	eV
charge	0
molar mass	1247.9	g/mol
highest occupied orbital energy	-8.43	eV
E	-4045.6873	Eh